Record 1
The following is a DFT calculation (ωB97M-V with the def2-TZVPD basis set) of C42H49BrNO5P2PtS2 as an isolated structure at a distorted geometry.

The geometry in XYZ format:
```
103
Properties=species:S:1:pos:R:3:forces:R:3:lowdin_charge:R:1
Pt 0.142773 -0.095164 -0.793326 1.3 0.1 1.1 0.668
C 7.957691 0.203426 2.557177 0.1 0.0 0.2 -0.443
S 7.616487 0.179249 0.796067 0.1 0.1 -0.1 0.794
C 5.965767 -0.536836 0.878318 -0.1 -0.1 -0.1 -0.533
C 5.348194 -0.618586 -0.507154 0.0 0.2 0.1 -0.255
C 3.948728 -1.226638 -0.520401 0.4 0.0 0.1 -0.254
N 2.943782 -0.490534 0.279915 0.0 -0.3 -0.4 -0.373
P 2.183504 0.855182 -0.390197 -1.7 0.9 0.8 0.843
C 1.692802 1.880223 1.085187 0.2 0.1 -0.1 -0.376
C 1.850654 1.478061 2.401656 0.0 0.0 0.1 -0.109
C 1.412938 2.272626 3.463163 0.0 0.0 -0.1 -0.084
C 0.819791 3.496851 3.214927 0.0 0.0 -0.1 -0.099
C 0.656231 3.917951 1.894806 0.0 -0.1 0.0 -0.091
C 1.081599 3.118467 0.848264 0.0 0.0 0.0 -0.127
C 3.402592 2.098218 -0.977015 0.2 -0.4 -0.5 -0.341
C 3.365855 2.470456 -2.313694 0.0 0.0 -0.1 -0.085
C 4.257086 3.418581 -2.811499 0.0 0.0 0.1 -0.083
C 5.198132 3.984851 -1.969517 0.0 0.0 0.1 -0.088
C 5.251593 3.606473 -0.626748 -0.1 0.0 -0.1 -0.077
C 4.356361 2.674257 -0.130582 -0.1 0.0 0.0 -0.092
P 1.442512 -1.527745 0.613080 0.2 -0.9 -1.2 0.775
C 2.489153 -2.398917 1.932889 0.0 -0.5 0.0 -0.264
C 2.194753 -3.756800 2.114083 0.2 0.0 0.2 -0.069
C 2.839940 -4.506763 3.086197 -0.1 0.0 -0.1 -0.079
C 3.780826 -3.914910 3.921527 0.0 0.1 0.0 -0.102
C 4.079104 -2.571558 3.758402 0.0 0.0 -0.1 -0.091
C 3.446639 -1.824065 2.766093 -0.1 -0.2 -0.1 -0.112
C -0.060745 -1.848147 1.685875 -0.4 0.3 0.3 -0.341
C -0.044117 -1.383839 3.003687 -0.2 -0.1 0.0 -0.119
C -1.176419 -1.461575 3.807271 0.1 0.0 -0.1 -0.094
C -2.342889 -2.025253 3.309644 0.0 0.0 0.0 -0.105
C -2.365365 -2.508936 2.008714 0.1 0.0 0.0 -0.087
C -1.242708 -2.409569 1.195482 0.1 -0.1 0.1 -0.109
H 8.948784 0.633046 2.706010 0.0 0.0 0.0 0.023
H 7.948669 -0.804433 2.976294 0.0 0.0 0.0 0.032
H 7.228319 0.818483 3.088549 0.0 0.0 0.0 0.032
H 5.350966 0.094693 1.522798 0.0 0.0 0.0 0.056
H 6.028144 -1.528809 1.331449 0.0 0.0 0.0 0.082
H 5.974183 -1.232509 -1.160576 0.0 0.0 0.0 0.114
H 5.322864 0.384534 -0.939053 0.1 -0.1 -0.1 0.082
H 3.999608 -2.240133 -0.120611 0.0 0.0 0.1 0.115
H 3.629642 -1.332631 -1.559045 -0.2 0.0 0.0 0.100
H 2.315895 0.528970 2.618655 0.0 0.0 0.0 0.058
H 1.538176 1.923570 4.482192 0.0 0.0 0.0 0.101
H 0.483339 4.120491 4.034463 0.0 0.0 0.0 0.095
H 0.173934 4.866505 1.686050 0.0 0.0 0.0 0.101
H 0.920496 3.449289 -0.172367 0.0 0.0 0.0 0.111
H 2.634130 2.012254 -2.972102 0.0 0.0 0.0 0.108
H 4.212931 3.703243 -3.854790 0.0 0.0 0.0 0.100
H 5.894954 4.719951 -2.353658 0.0 0.0 0.0 0.098
H 5.995254 4.041030 0.030264 0.0 0.0 0.0 0.102
H 4.398728 2.383696 0.915284 0.0 0.0 -0.1 0.112
H 1.459172 -4.233194 1.477350 0.0 0.0 0.0 0.112
H 2.600163 -5.557742 3.194137 0.0 0.0 0.0 0.099
H 4.276618 -4.499026 4.688266 0.0 0.0 0.0 0.094
H 4.820911 -2.096171 4.390731 0.0 0.0 0.0 0.097
H 3.733358 -0.793612 2.625268 0.0 0.0 0.0 0.066
H 0.860337 -0.965339 3.424590 0.0 0.0 0.0 0.088
H -1.139596 -1.086221 4.823550 0.0 0.0 0.0 0.098
H -3.228403 -2.090903 3.932663 0.0 0.0 0.0 0.096
H -3.271314 -2.946547 1.605115 0.0 0.0 0.0 0.105
H -1.290661 -2.766095 0.178519 0.0 0.0 0.0 0.078
C -7.635072 -0.644517 -0.738780 0.0 -0.1 0.0 -0.055
C -6.908402 0.650804 -0.352947 0.1 0.0 -0.1 -0.566
C -7.060631 0.853932 1.153368 0.0 0.0 0.1 -0.078
C -7.585216 1.828239 -1.067566 0.0 0.1 -0.1 -0.056
C -5.435759 0.572965 -0.763760 0.1 0.0 0.0 -0.188
C -4.392740 0.713465 0.137462 -0.2 -0.1 -0.2 -0.091
C -3.089963 0.653422 -0.328235 -0.1 0.1 0.1 -0.544
Br -1.694837 0.883998 0.907114 -0.1 0.4 0.8 0.961
C -2.700060 0.480702 -1.657128 0.0 0.0 -0.5 -0.414
O -1.455825 0.475803 -2.059677 -0.3 0.2 -0.2 -0.298
C -3.777071 0.312229 -2.582084 -0.1 0.0 0.0 -0.078
C -5.081126 0.370336 -2.108112 0.0 0.0 -0.1 0.010
C -3.464047 0.046024 -4.061768 0.0 0.1 0.2 -0.534
C -4.734241 -0.108229 -4.898531 -0.1 0.0 -0.1 -0.085
C -2.660144 1.210237 -4.670419 0.0 0.0 0.0 -0.046
C -2.652746 -1.252317 -4.175374 0.0 -0.1 -0.1 -0.037
H -8.688623 -0.594389 -0.440324 0.1 0.0 0.0 0.079
H -7.176458 -1.506234 -0.245727 0.0 0.1 0.0 0.088
H -7.597960 -0.821865 -1.816771 0.0 0.0 0.1 0.075
H -8.122596 0.907012 1.411576 0.0 0.0 0.0 0.079
H -6.587581 1.783577 1.483856 0.0 -0.1 0.0 0.084
H -6.618190 0.027483 1.718447 0.0 0.1 -0.1 0.085
H -8.633131 1.916000 -0.757522 0.1 0.0 0.0 0.078
H -7.561630 1.700862 -2.153268 0.0 0.0 0.1 0.076
H -7.073415 2.765338 -0.832212 0.0 0.0 0.0 0.088
H -4.561593 0.861606 1.197183 0.0 0.0 -0.1 0.090
H -5.885397 0.249536 -2.826412 0.1 0.0 0.1 0.089
H -5.358692 0.792343 -4.875749 0.1 -0.1 0.0 0.081
H -5.343005 -0.959015 -4.573636 0.1 0.1 0.0 0.083
H -4.441027 -0.286171 -5.937723 -0.1 0.0 0.0 0.080
H -3.243719 2.136976 -4.638004 0.0 -0.1 0.0 0.084
H -2.435494 0.983486 -5.719413 0.0 0.0 0.1 0.079
H -1.725654 1.372221 -4.135195 -0.1 -0.1 0.0 0.074
H -3.222268 -2.095460 -3.773018 0.0 0.0 0.0 0.093
H -1.717479 -1.182769 -3.623565 -0.1 0.0 0.0 0.062
H -2.428624 -1.460598 -5.228605 0.0 0.0 0.1 0.084
O 1.190023 -4.008330 -2.543090 -0.1 0.0 0.2 -0.290
S 0.833630 -2.746763 -1.963498 0.1 0.6 -0.1 0.383
O -0.586096 -2.525960 -1.691099 0.4 -0.2 -0.3 -0.366
O 1.495067 -1.571665 -2.516165 0.0 -0.8 -0.5 -0.395
O 1.504946 -2.839747 -0.435916 0.0 0.9 0.8 -0.419
```
Positions in Å, forces in eV/Å.

Results
- Energy relative to the best compared isomer or geometry (same formula, charge and spin): 0.271 eV
- Orbital gap (alpha / beta): 6.669 / 6.670 eV
- Total charge: -1
- Electronic energy: -169617.2054 eV
- Lowest unoccupied orbital energy (alpha / beta): 2.162 / 2.162 eV

=====

Record 2
The following is a DFT calculation (ωB97M-V with the def2-TZVPD basis set) of C5H9NO as an isolated structure.

The geometry in XYZ format:
```
16
Properties=species:S:1:pos:R:3:forces:R:3:lowdin_charge:R:1
C -0.079869 1.953565 -1.146351 0.0 0.1 0.0 -0.071
C 0.274574 1.417466 0.237360 0.2 0.3 -0.1 -0.345
N -0.910667 0.834414 0.977239 -0.1 -0.2 -0.2 0.099
C -0.289348 -0.414757 0.745499 0.1 -0.1 0.1 -0.405
O -0.754642 -1.642601 1.017228 -0.6 0.6 0.3 -0.042
C 0.869602 0.032665 0.251869 0.2 -0.2 0.0 -0.014
C -0.014128 -2.623079 0.317775 0.4 -0.5 -0.3 -0.080
H -0.651943 1.211084 -1.719729 0.1 0.1 0.2 0.082
H 0.832549 2.165866 -1.715347 -0.1 0.0 0.1 0.077
H -0.659042 2.882303 -1.087521 0.0 -0.1 0.0 0.071
H 0.825999 2.157449 0.826445 -0.3 0.0 0.0 0.133
H -1.843230 1.049297 0.623730 0.2 -0.3 -0.1 0.120
H 1.859620 -0.393911 0.270825 0.0 0.2 -0.4 0.097
H -0.347973 -3.605499 0.660720 0.0 0.3 -0.1 0.094
H 1.062629 -2.521771 0.502970 -0.2 -0.1 0.1 0.086
H -0.174133 -2.502492 -0.762713 0.0 -0.1 0.2 0.101
```
Positions in Å, forces in eV/Å.

Results
- Energy relative to the best compared isomer or geometry (same formula, charge and spin): 2.795 eV
- Orbital gap: 9.184 eV
- Total charge: 0
- Electronic energy: -8866.4173 eV
- Lowest unoccupied orbital energy: 1.057 eV

=====

Question: Which of these has the lowest total charge?
Answer: C42H49BrNO5P2PtS2

=====

Question: Which of these has the highest electronic energy?
Answer: C5H9NO

=====

Question: Which formula does entry 1 have?
Answer: C42H49BrNO5P2PtS2

=====

Question: Look up the total charge of the first one.
Answer: -1